[1]
105
Properties=species:S:1:pos:R:3:forces:R:3:mulliken_spin:R:1 method="wB97M-V/def2-TZVPD" s_squared=2.147 e_above_lowest_kcal_mol=12.70 spin_multiplicity=3 total_energy_ha=-6262.1105 charge=+2 e_lumo_ev="-5.59 / -6.27" orbital_gap_ev="6.7 / 6.3"
I -4.104 2.610 0.779 0.2 0.2 -0.1 0.136
Mo -1.497 1.982 1.133 0.2 0.2 0.6 1.827
As -1.265 1.542 3.437 0.1 -0.2 0.1 -0.385
S 0.559 -1.028 -1.969 0.1 0.1 0.0 -0.002
S -1.947 -0.866 -0.669 0.2 0.0 0.0 0.068
S 1.281 1.431 -0.743 -0.1 -0.1 0.1 0.030
Si -1.596 -0.785 3.861 0.0 -0.1 0.0 0.041
Si 0.212 2.605 4.976 0.0 0.1 0.0 0.041
N 0.239 1.760 0.238 0.5 0.1 -0.4 0.027
N 0.916 0.494 -2.019 0.0 -0.1 0.0 0.014
N -1.928 0.102 0.421 -0.6 -0.2 -0.2 -0.077
N -0.496 -1.581 -0.991 -0.1 0.0 0.0 -0.006
C 1.969 -2.032 -1.618 0.0 0.0 0.0 0.000
C -3.517 0.710 -4.616 0.0 0.0 0.0 0.001
C 2.086 -2.653 -0.384 0.0 0.0 0.0 0.002
C -5.066 -3.057 0.411 0.0 0.0 0.0 0.003
C 2.955 -2.119 -2.595 0.0 0.0 0.1 0.000
C 2.769 5.072 -1.287 0.0 -0.1 0.0 -0.002
C -2.412 -3.578 -0.291 -0.1 0.0 0.0 -0.001
C -0.661 2.581 6.618 0.0 0.0 -0.1 -0.005
C 2.578 0.375 1.387 0.1 -0.1 0.0 0.002
C -3.617 -0.648 -4.341 0.0 0.0 0.0 0.000
C 3.228 -3.399 -0.132 0.0 0.0 0.0 0.000
C 4.085 -2.872 -2.326 0.0 0.0 0.0 0.000
C 1.982 2.977 -2.956 0.1 0.0 0.1 -0.003
C 1.774 1.577 4.975 -0.1 0.0 0.0 -0.019
C 2.702 0.736 0.054 0.0 0.0 0.0 0.009
C -3.252 -4.615 0.092 0.0 0.0 0.0 0.000
C -0.389 -3.110 -5.220 0.0 0.0 0.0 0.000
C -0.376 -1.773 2.838 0.0 0.1 -0.1 -0.021
C -2.577 -0.274 -2.224 0.0 0.1 0.0 0.011
C -0.254 -0.805 -5.917 0.0 0.0 0.0 0.000
C -3.366 -1.115 3.383 0.1 0.1 0.0 -0.002
C 2.299 3.895 -0.731 0.0 0.0 0.0 0.012
C 4.884 -0.301 1.351 0.0 0.0 0.0 0.001
C 3.688 -0.151 2.034 -0.1 0.0 0.0 -0.005
C -2.943 1.574 -3.696 0.0 0.0 0.0 0.004
C -2.924 -2.291 -0.311 0.0 0.0 0.1 0.001
C 1.913 2.860 -1.577 -0.1 0.0 0.0 0.004
C -4.240 -2.010 0.043 0.0 -0.1 0.0 0.000
C 4.990 0.072 0.014 0.0 0.0 0.0 0.000
C -4.570 -4.355 0.437 0.0 0.0 0.0 0.000
C 0.512 4.326 4.331 0.0 -0.1 0.0 0.008
C -2.467 1.084 -2.489 0.0 0.0 0.1 0.000
C 0.149 -1.399 -3.648 0.1 0.0 0.0 0.002
C 2.450 4.167 -3.498 0.0 0.0 0.0 0.001
C 4.216 -3.512 -1.099 0.0 0.0 0.0 0.000
C -1.306 -1.092 5.678 0.0 0.0 -0.1 -0.005
C -0.473 -2.141 -6.213 0.0 0.0 0.0 0.000
C 0.065 -0.420 -4.622 0.0 -0.1 0.0 -0.001
C 2.842 5.206 -2.668 0.0 0.0 0.0 0.000
C 3.896 0.600 -0.645 -0.1 0.0 0.0 -0.001
C -0.081 -2.744 -3.923 0.0 0.1 0.0 0.000
C -3.148 -1.150 -3.139 0.0 0.0 0.0 0.001
C -1.404 4.004 1.327 -0.4 0.1 -0.1 0.182
H 5.096 -4.105 -0.898 0.0 0.0 0.0 0.000
H 0.897 4.301 3.310 0.0 0.0 0.0 0.000
H 2.338 1.718 4.054 0.0 0.0 -0.1 0.004
H 2.511 4.280 -4.571 0.0 0.0 0.0 0.000
H 1.565 0.514 5.096 0.0 0.0 0.0 0.001
H 5.747 -0.703 1.862 0.0 0.0 0.0 0.000
H -0.689 -2.818 2.834 0.0 -0.1 0.0 -0.001
H -1.187 4.657 0.472 0.0 -0.1 0.1 0.023
H 3.078 5.884 -0.646 0.0 0.0 0.0 0.000
H -3.561 -2.186 3.315 0.0 -0.1 0.0 0.001
H -1.694 4.610 2.188 -0.1 -0.1 0.0 0.036
H 4.856 -2.969 -3.077 0.0 0.0 0.0 0.000
H -4.040 -0.694 4.128 0.0 0.0 0.0 -0.006
H -2.031 1.756 -1.758 0.0 -0.1 -0.1 0.009
H 1.240 4.847 4.953 0.0 0.0 0.1 0.002
H -4.602 -0.990 0.043 0.0 0.1 0.0 -0.001
H -4.076 -1.314 -5.057 0.0 0.0 0.0 0.000
H -0.407 4.911 4.340 0.0 0.0 0.0 -0.002
H -0.345 -1.417 1.806 0.0 0.0 0.1 0.024
H -0.008 -3.486 -3.140 0.0 -0.1 0.0 0.000
H -1.598 3.136 6.573 0.0 0.0 0.0 -0.001
H 1.634 0.515 1.896 -0.1 0.0 0.0 0.006
H -3.904 1.098 -5.547 0.0 0.0 0.0 0.000
H -2.874 -5.627 0.120 0.0 0.0 0.0 0.000
H -0.032 3.043 7.380 0.0 0.0 0.0 0.000
H 1.687 2.159 -3.590 0.0 -0.1 -0.1 0.001
H -0.328 -0.057 -6.693 0.0 0.0 0.0 0.000
H 3.339 -3.898 0.819 0.0 0.0 0.0 0.000
H -0.712 -2.432 -7.225 0.0 0.0 -0.1 0.000
H 2.836 -1.627 -3.550 0.0 0.0 -0.1 0.000
H -1.385 -3.764 -0.562 0.1 0.0 0.0 0.000
H 1.302 -2.560 0.353 0.0 0.0 0.0 -0.001
H -2.037 -0.570 6.295 0.0 0.0 0.0 -0.002
H -3.599 -0.660 2.420 0.0 0.0 0.0 0.009
H 3.970 0.916 -1.677 0.0 0.0 0.0 0.000
H -0.560 -4.150 -5.458 0.0 0.0 0.0 0.000
H -3.240 -2.203 -2.914 0.0 -0.1 0.0 0.000
H 0.229 0.614 -4.370 0.0 0.1 0.0 0.000
H 3.209 6.127 -3.098 0.0 0.0 0.0 0.000
H -0.882 1.565 6.941 0.0 -0.1 0.0 0.001
H 2.230 3.780 0.343 0.0 0.0 0.0 0.005
H -5.216 -5.168 0.732 0.0 0.0 0.0 0.000
H -2.884 2.633 -3.906 0.0 0.0 0.0 0.000
H 2.408 1.885 5.809 0.1 0.0 0.0 -0.001
H -1.416 -2.161 5.871 0.0 -0.1 0.0 0.001
H 0.628 -1.727 3.261 0.1 0.0 0.0 -0.002
H 5.931 -0.039 -0.506 0.0 0.0 0.0 0.000
H -0.308 -0.803 6.007 0.1 0.0 0.0 0.001
H 3.622 -0.429 3.076 0.0 0.0 0.0 0.000
H -6.091 -2.860 0.686 0.0 0.0 0.0 0.000


[2]
26
Properties=species:S:1:pos:R:3:forces:R:3:nbo_charge:R:1 method="wB97M-V/def2-TZVPD" total_energy_ha=-1329.8743 charge=+1 e_lumo_ev=-2.90 orbital_gap_ev=9.2
S -2.992 -1.520 0.746 -1.6 -3.0 0.4 -0.070
S -2.696 -0.068 -0.485 -0.3 2.5 -1.0 0.118
O -1.684 2.063 1.935 -2.1 -0.8 -0.8 -0.939
O -0.213 -1.878 1.390 -7.3 1.3 -2.3 -0.951
O 2.193 0.426 -0.804 -0.3 -1.2 -2.2 -0.646
O 2.357 -1.243 1.504 3.6 -0.5 -0.3 -0.976
N 0.228 1.146 0.328 -3.0 1.7 1.6 -0.758
N 1.572 0.061 -2.990 -2.8 0.1 0.7 -0.784
C -0.085 0.723 -1.077 0.6 2.1 -2.6 -0.128
C 1.306 0.282 -1.678 2.6 1.8 2.2 0.659
C -1.164 -0.282 -1.414 -0.5 1.0 0.0 -0.586
H -1.410 2.578 2.649 1.5 1.5 2.0 0.489
H -2.605 -1.300 2.003 0.7 1.0 0.1 0.120
H -0.671 1.101 1.091 2.1 0.1 -2.3 0.502
H 0.615 -1.668 1.390 8.0 1.6 0.4 0.468
H -1.387 -0.291 -2.514 0.2 0.3 1.0 0.252
H 0.476 2.229 0.340 -0.2 -3.2 0.0 0.449
H -0.345 -2.613 1.898 -0.4 -3.0 2.0 0.477
H 0.754 0.012 -3.586 0.3 -0.1 -0.1 0.400
H -2.642 2.051 2.155 0.5 -0.5 -0.9 0.512
H 2.444 -0.114 -3.443 0.7 0.0 0.5 0.438
H 3.231 -1.113 2.003 -2.1 0.0 -0.4 0.502
H 2.793 -1.642 0.698 -1.1 0.6 0.7 0.491
H 1.012 0.557 0.609 0.6 0.3 0.4 0.478
H -0.289 1.714 -1.591 -0.1 -1.2 0.3 0.232
H -0.796 -1.211 -1.157 0.6 -2.3 0.5 0.252


[3]
54
Properties=species:S:1:pos:R:3:forces:R:3:lowdin_charge:R:1 method="wB97M-V/def2-TZVPD" e_above_lowest_kcal_mol=13.76 total_energy_ha=-1905.2130 e_lumo_ev=-0.19 orbital_gap_ev=7.5
Ba 0.685 -0.843 0.722 0.2 -1.0 0.3 1.651
I -1.991 -2.217 -0.504 -0.3 -0.4 -0.1 1.051
S 3.651 -1.367 -0.762 -0.2 -0.2 0.1 0.546
O 0.485 -3.276 0.868 0.0 0.7 -0.1 -0.699
O 1.107 1.466 0.290 0.3 0.4 -0.2 -0.477
O -3.038 4.602 -0.810 0.0 0.0 0.0 -0.071
N 0.723 4.622 1.945 0.1 0.0 0.0 0.099
N 5.812 0.003 -1.345 0.0 0.0 0.0 0.088
N 4.904 0.464 0.699 0.1 0.0 0.0 0.104
N -2.223 1.020 -0.165 0.1 0.0 -0.2 0.091
C 2.692 3.219 1.818 0.0 0.0 0.0 -0.043
C 0.875 -4.599 0.704 0.1 -0.1 0.0 -0.810
C -0.256 -5.539 1.136 0.0 0.0 0.0 -0.059
C 1.220 -4.859 -0.768 0.0 0.0 0.0 -0.054
C -0.551 4.892 1.655 -0.1 0.0 0.0 -0.121
C -4.099 1.396 -1.661 0.0 0.0 0.0 -0.024
C 4.842 -0.234 -0.446 0.0 0.1 0.0 -0.963
C -3.193 0.511 -1.073 0.0 -0.1 0.0 -0.334
C 2.119 -4.869 1.562 0.0 0.0 0.0 -0.057
C -2.772 4.441 0.585 0.0 0.0 0.0 -0.199
C -0.777 2.903 0.348 0.2 0.1 0.2 -0.084
C 1.262 3.512 1.475 -0.1 0.0 0.0 -0.275
C -1.341 4.077 0.867 0.0 0.0 -0.1 -0.165
C 0.551 2.578 0.667 -0.2 0.2 0.1 -0.371
C -5.235 -0.425 -2.736 0.0 0.0 0.0 -0.091
C -3.337 -0.856 -1.323 0.0 0.3 0.0 -0.635
C -4.345 -1.315 -2.156 0.0 -0.1 0.0 -0.159
C -1.588 2.054 -0.555 -0.1 -0.1 0.0 -0.095
C -5.110 0.931 -2.488 0.0 0.0 0.0 -0.075
H -0.961 5.804 2.076 0.0 0.0 0.0 0.106
H -6.025 -0.797 -3.376 0.0 0.0 0.0 0.104
H 2.477 -5.896 1.464 0.0 0.0 0.0 0.078
H -1.154 -5.330 0.550 0.0 0.0 0.0 0.058
H 3.255 2.959 0.919 0.0 0.0 0.0 0.066
H 1.885 -4.682 2.612 0.0 0.0 0.0 0.076
H 3.134 4.085 2.305 0.0 0.0 0.0 0.075
H 0.332 -4.730 -1.391 0.0 0.0 0.0 0.067
H 2.761 2.362 2.496 0.0 0.0 0.0 0.071
H -3.444 3.646 0.914 0.0 0.0 0.0 0.125
H 0.008 -6.590 0.996 0.0 0.0 0.0 0.079
H -2.426 5.261 -1.152 0.0 0.0 0.0 0.097
H 5.784 -0.503 -2.211 0.0 0.0 0.0 0.093
H 5.546 1.228 0.826 0.0 0.0 0.0 0.111
H 2.921 -4.192 1.257 0.0 0.0 0.0 0.066
H -0.491 -5.377 2.189 0.0 0.0 0.0 0.078
H 1.607 -5.868 -0.929 0.0 0.0 0.0 0.080
H -5.804 1.634 -2.930 0.0 0.0 0.0 0.106
H -4.436 -2.375 -2.352 0.0 0.0 0.0 0.091
H 1.980 -4.146 -1.097 0.0 0.0 0.0 0.059
H -3.036 5.349 1.134 0.0 0.0 0.0 0.116
H 4.159 0.364 1.361 0.0 0.0 0.0 0.080
H 6.564 0.647 -1.177 0.0 0.0 0.0 0.107
H -1.696 2.405 -1.586 0.0 0.0 0.0 0.144
H -4.015 2.455 -1.449 0.0 0.0 0.0 0.097


[4]
16
Properties=species:S:1:pos:R:3:forces:R:3:nbo_charge:R:1 method="wB97M-V/def2-TZVPD" e_above_lowest_kcal_mol=113.41 total_energy_ha=-687.0358 charge=-1 e_lumo_ev=3.89 orbital_gap_ev=7.3
P -2.999 -0.016 0.370 -0.3 2.2 -2.3 1.660
O -3.565 -1.107 -0.384 -2.3 -3.3 -1.8 -1.177
O -1.433 -1.015 0.652 0.1 0.5 1.1 -0.738
C -0.697 -0.456 -0.234 0.7 0.5 -1.5 0.353
C -1.883 0.928 -0.714 1.4 -4.8 -0.6 -0.782
C 2.670 -0.241 0.392 1.8 -0.7 -1.0 -0.643
C 0.514 -1.026 -0.606 -1.5 2.3 0.4 -0.186
C 1.836 -1.121 -0.472 -2.4 -0.9 -1.0 -0.310
H 3.409 -0.793 1.063 -1.2 0.7 -0.5 0.191
H -3.052 0.081 1.673 0.2 0.4 2.8 -0.139
H 2.132 -1.901 -1.160 1.5 -0.1 0.2 0.192
H -1.386 1.782 -0.519 1.5 3.0 1.3 0.195
H -4.105 0.945 0.191 0.1 0.4 0.4 -0.263
H 1.921 0.375 0.854 0.3 0.5 0.8 0.228
H -2.313 1.035 -1.740 0.3 -0.7 0.8 0.229
H 3.314 0.353 -0.309 -0.4 0.0 0.8 0.191


[5]
17
Properties=species:S:1:pos:R:3:forces:R:3:nbo_charge:R:1 method="wB97M-V/def2-TZVPD" s_squared=0.796 e_above_lowest_kcal_mol=60.56 spin_multiplicity=2 total_energy_ha=-346.5636 charge=+1 e_lumo_ev="-6.26 / -7.92" orbital_gap_ev="8.2 / 6.6"
O 2.205 -0.358 -2.465 2.0 0.1 -2.1 -0.924
O 0.219 1.242 -0.871 -0.8 -2.9 2.4 -0.694
C -0.966 -2.281 -0.312 0.8 0.0 1.5 -0.124
C -0.124 1.518 2.003 3.3 -1.2 1.7 -0.700
C -0.774 -1.027 -0.891 1.1 1.2 2.7 -0.100
C -0.126 0.058 -0.022 -1.8 0.8 -3.2 0.259
C -0.180 0.176 1.369 -1.9 0.4 -1.5 0.041
H -1.190 -2.419 0.790 0.5 0.5 -1.3 0.226
H -0.752 -0.582 1.902 0.7 -0.4 0.0 0.229
H -1.044 2.029 1.865 -1.0 0.5 0.0 0.271
H -1.074 -0.799 -1.926 0.9 -0.1 0.3 0.288
H 0.712 2.057 1.514 -0.6 0.1 0.4 0.266
H 1.584 -0.118 -1.833 -1.6 0.9 1.6 0.445
H 0.120 1.399 3.135 -0.6 0.4 -2.0 0.276
H 2.518 0.496 -2.844 -0.3 -1.0 0.4 0.484
H -0.598 -3.213 -0.745 -0.9 0.1 -0.7 0.261
H -0.530 1.823 -0.670 0.2 0.5 -0.3 0.498


Repeat the second record exactly.
26
Properties=species:S:1:pos:R:3:forces:R:3:nbo_charge:R:1 method="wB97M-V/def2-TZVPD" total_energy_ha=-1329.8743 charge=+1 e_lumo_ev=-2.90 orbital_gap_ev=9.2
S -2.992 -1.520 0.746 -1.6 -3.0 0.4 -0.070
S -2.696 -0.068 -0.485 -0.3 2.5 -1.0 0.118
O -1.684 2.063 1.935 -2.1 -0.8 -0.8 -0.939
O -0.213 -1.878 1.390 -7.3 1.3 -2.3 -0.951
O 2.193 0.426 -0.804 -0.3 -1.2 -2.2 -0.646
O 2.357 -1.243 1.504 3.6 -0.5 -0.3 -0.976
N 0.228 1.146 0.328 -3.0 1.7 1.6 -0.758
N 1.572 0.061 -2.990 -2.8 0.1 0.7 -0.784
C -0.085 0.723 -1.077 0.6 2.1 -2.6 -0.128
C 1.306 0.282 -1.678 2.6 1.8 2.2 0.659
C -1.164 -0.282 -1.414 -0.5 1.0 0.0 -0.586
H -1.410 2.578 2.649 1.5 1.5 2.0 0.489
H -2.605 -1.300 2.003 0.7 1.0 0.1 0.120
H -0.671 1.101 1.091 2.1 0.1 -2.3 0.502
H 0.615 -1.668 1.390 8.0 1.6 0.4 0.468
H -1.387 -0.291 -2.514 0.2 0.3 1.0 0.252
H 0.476 2.229 0.340 -0.2 -3.2 0.0 0.449
H -0.345 -2.613 1.898 -0.4 -3.0 2.0 0.477
H 0.754 0.012 -3.586 0.3 -0.1 -0.1 0.400
H -2.642 2.051 2.155 0.5 -0.5 -0.9 0.512
H 2.444 -0.114 -3.443 0.7 0.0 0.5 0.438
H 3.231 -1.113 2.003 -2.1 0.0 -0.4 0.502
H 2.793 -1.642 0.698 -1.1 0.6 0.7 0.491
H 1.012 0.557 0.609 0.6 0.3 0.4 0.478
H -0.289 1.714 -1.591 -0.1 -1.2 0.3 0.232
H -0.796 -1.211 -1.157 0.6 -2.3 0.5 0.252